[1]
Here is 2 unconnected molecules or ions with the total composition C3H8NS at a distorted geometry from the Open Molecules 2025 dataset. Energies are from the ωB97M-V functional and the def2-TZVPD basis.

Summary:
Multiplicity   1
DFT total energy   -571.9980 hartree
Net charge   -1
HOMO-LUMO gap   6.1 eV
Maximum force   2.79 eV/A

Last column: natural (NBO) charge in e.
Element x y z (Å)
C: -2.5641 0.6321 2.8907  -0.73
S: -1.8351 0.2008 1.2163  -0.75
H: -3.3451 1.3476 2.7193  0.17
H: -1.8142 1.3870 3.4989  0.15
H: -2.9347 -0.2203 3.5877  0.17
C: 1.9588 -0.7764 -2.7064  -0.47
C: 1.1672 0.0573 -0.5806  -0.05
N: 1.9633 0.2654 -1.5583  -0.44
H: 2.1669 -1.8558 -2.3907  0.18
H: 0.9217 -0.8365 -3.0789  0.20
H: 2.7574 -0.4339 -3.3342  0.19
H: 1.2732 0.8296 0.1687  0.18
H: 0.2847 -0.5968 -0.4325  0.20

Forces on atoms 1 to 3 (eV/Å):
C 1.92 1.02 1.30
S -0.36 -0.13 1.02
H -0.97 -0.04 -0.08



[2]
Here is a gas-phase ion, C3H8NS (charge +1) at a distorted geometry from the Open Molecules 2025 dataset. Energies are from the ωB97M-V functional and the def2-TZVPD basis.

Summary:
Multiplicity   1
DFT total energy   -571.7534 hartree
Net charge   +1
HOMO-LUMO gap   10.1 eV
Maximum force   4.36 eV/A

Last column: natural (NBO) charge in e.
Element x y z (Å)
C: 1.3183 0.4609 -0.4005  -0.32
C: 2.2820 -0.1110 0.5379  -0.67
C: -1.6605 -0.2725 -0.2905  -0.02
N: -2.9308 -0.3733 0.1405  -0.68
S: -0.5214 0.7490 0.4150  0.33
H: 1.0117 0.1244 -1.3666  0.24
H: 1.3705 1.5582 -0.5763  0.24
H: 2.2472 0.4008 1.5380  0.24
H: 2.2988 -1.1407 0.8070  0.25
H: -1.5973 -0.9033 -1.2348  0.25
H: -3.3792 0.1910 0.8596  0.44
H: 3.1614 0.2038 0.0803  0.26
H: -3.6006 -0.8871 -0.5096  0.44

Forces on atoms 1 to 3 (eV/Å):
C -3.72 2.28 0.15
C -0.73 0.86 2.11
C -1.92 -0.64 -0.63